{"formula": "CFIN2O4", "method": "ωB97M-V/def2-TZVPD", "lumo_energy_ev": -1.502, "smiles": "O=[N+]([O-])C(F)(I)[N+](=O)[O-]", "symbols": ["O", "N", "O", "C", "F", "I", "N", "O", "O"], "positions_angstrom": [[-0.703, -1.918, -0.938], [0.048, -1.334, -0.199], [1.162, -1.591, 0.014], [-0.570, 0.067, 0.383], [-0.122, 0.041, 1.652], [-2.677, 0.018, 0.031], [-0.016, 1.286, -0.264], [-0.031, 1.456, -1.443], [0.567, 2.013, 0.512]], "atomic_forces_ev_per_a": [[-0.20, -0.39, 0.16], [-2.60, 1.60, -2.31], [2.62, -0.15, 1.37], [-0.50, -2.03, 1.26], [-0.95, 0.16, -0.87], [0.40, 0.26, 0.51], [2.71, 1.24, 0.85], [-1.05, -0.83, -1.29], [-0.43, 0.14, 0.30]]}

{"formula": "C3H6NS2", "method": "ωB97M-V/def2-TZVPD", "lumo_energy_ev": [-3.619, -6.745], "multiplicity": 3, "charge": 1, "symbols": ["C", "C", "C", "N", "S", "S", "H", "H", "H", "H", "H", "H"], "positions_angstrom": [[-1.528, -0.468, 0.199], [-0.226, -0.424, -0.949], [0.800, 0.221, 1.000], [0.632, 0.638, -0.346], [-2.862, -1.257, -0.082], [-0.957, 0.407, 1.613], [0.365, -1.323, -0.877], [-0.567, -0.124, -2.026], [1.208, -0.766, 0.979], [1.527, 0.771, 1.689], [1.520, 0.879, -0.796], [0.089, 1.446, -0.404]], "atomic_forces_ev_per_a": [[5.82, 2.12, -1.48], [-2.75, 0.63, -0.45], [0.01, 0.79, 4.11], [1.11, -0.54, -1.82], [-3.09, -1.86, -0.58], [0.99, -0.67, 0.00], [-0.22, -0.48, -0.43], [0.69, -0.69, 2.09], [-0.25, -0.91, 0.13], [-1.17, 0.02, -1.36], [0.02, -0.63, -0.43], [-1.16, 2.22, 0.22]]}

Number 1: total energy -845.89386 Ha, strongest force on any atom 3.8 eV Å⁻¹. Number 2: total energy -968.63344 Ha, strongest force on any atom 6.4 eV Å⁻¹.